(1)
C5H9FO2S2 | wB97M-V/def2-TZVPD

The calculation puts the maximum force at 0.0958 hartree/bohr. As for the energy above the lowest of the compared OMol25 structures with the same formula, charge and spin: 352.29 kJ/mol. The calculation puts the HOMO energy (spin up / spin down) at -0.2630 / -0.2872 Ha. The calculation puts the LUMO energy (spin up / spin down) at 0.2 / 0.3 eV. Its net charge is 0. The gap between HOMO and LUMO (spin up / spin down) comes out at 7.353 / 8.095 eV.

Each line ends with the natural charge from an NBO analysis.
Element x y z (Å)
H (1.67014, -2.26688, -0.84947)  0.247
H (-2.34664, 1.26115, -0.64157)  0.210
S (2.55598, -0.19858, 1.49740)  -0.081
H (-1.84352, 0.68091, 1.52940)  0.195
C (-0.14210, -1.08212, -0.61677)  0.186
H (-0.72625, 1.72938, -1.09939)  0.246
C (1.27593, 0.86600, 0.67232)  0.485
H (-2.02852, -0.38070, -2.01520)  0.144
O (-1.01388, -0.68021, 0.32652)  -0.566
C (-1.04989, 0.68611, 0.86728)  0.404
C (0.72320, -2.21422, -0.30684)  -0.695
H (-1.57890, 2.63313, 0.07383)  0.228
H (0.11009, -3.22159, -0.43383)  0.210
F (1.77705, 2.00172, 0.12112)  -0.355
H (0.83108, -2.22433, 0.70507)  0.234
H (3.65300, 0.58661, 1.31748)  0.146
S (-0.70143, -0.81907, -2.29394)  -0.021
C (-1.37561, 1.61118, -0.26063)  -0.677
O (0.21027, 1.03151, 1.40723)  -0.538

(2)
C2H4BrNO2 | wB97M-V/def2-TZVPD

The calculation puts the maximum force at 0.0730 hartree/bohr. As for the energy above the lowest of the compared OMol25 structures with the same formula, charge and spin: 579.50 kJ/mol. The calculation puts the HOMO energy (spin up / spin down) at -0.3630 / -0.2912 Ha. The calculation puts the LUMO energy (spin up / spin down) at -0.6 / -1.9 eV. Its net charge is 0. The gap between HOMO and LUMO (spin up / spin down) comes out at 9.276 / 6.009 eV.

Each line ends with the natural charge from an NBO analysis.
Element x y z (Å)
Br (1.94231, 1.54292, 0.03644)  0.165
C (-0.71427, 0.84161, 0.31514)  -0.751
H (-0.56552, 1.34090, 1.24140)  0.232
H (-1.70864, 1.16684, 0.07749)  0.253
C (0.36876, 0.95542, -0.61142)  -0.179
H (0.28467, 0.50483, -1.49933)  0.193
O (-0.52707, -1.93867, 0.47818)  -0.354
N (0.59773, -1.71153, 0.00874)  0.442
O (1.43211, -2.47131, -0.38959)  -0.309
H (-1.11008, -0.23102, 0.34294)  0.309

(3)
C3H13NO4 | wB97M-V/def2-TZVPD

The calculation puts the maximum force at 0.0689 hartree/bohr. As for the SMILES: CNCC=O.O.O.O. As for the energy above the lowest of the compared OMol25 structures with the same formula, charge and spin: 244.18 kJ/mol. The calculation puts the HOMO energy at -0.3718 Ha. The calculation puts the LUMO energy at 0.4 eV. Its net charge is 0. The gap between HOMO and LUMO comes out at 10.539 eV.

Each line ends with the natural charge from an NBO analysis.
Element x y z (Å)
O (-1.48491, 1.25057, -2.36768)  -0.521
H (2.40755, -0.50257, 0.32315)  0.478
H (1.66461, 0.77237, -0.04241)  0.492
C (-0.46298, 0.22135, 1.97113)  -0.454
H (-0.29926, 2.10003, 1.39441)  0.356
H (1.54437, -3.22091, 0.29206)  0.465
O (0.37489, -1.47818, -1.99452)  -0.976
H (-0.87748, 2.83602, -1.41280)  0.137
H (-2.29663, 0.81065, 0.37791)  0.235
O (2.31264, 0.14168, -0.38154)  -0.979
H (-0.29176, -0.87041, -2.35642)  0.497
O (0.75808, -2.66511, 0.41031)  -0.986
H (1.21679, -0.98268, -1.97699)  0.502
C (-1.06651, 1.75840, -1.35043)  0.418
H (0.14999, 0.58441, 2.84632)  0.198
H (-0.11987, -0.77798, 1.65689)  0.234
C (-1.29025, 1.03159, -0.06212)  -0.387
H (-1.44729, 0.05304, 2.42865)  0.182
H (0.67271, -2.17364, -0.43147)  0.497
H (-1.25877, -0.10212, -0.25027)  0.237
N (-0.20591, 1.21349, 0.92583)  -0.626

(4)
C43H30F3N6O5RbS2Se | wB97M-V/def2-TZVPD

The calculation puts the maximum force at 0.1231 hartree/bohr. As for the energy above the lowest of the compared OMol25 structures with the same formula, charge and spin: 119.86 kJ/mol. The calculation puts the HOMO energy at -0.1669 Ha. The calculation puts the LUMO energy at -1.0 eV. Its net charge is 0. The gap between HOMO and LUMO comes out at 3.560 eV.

Each line ends with the Löwdin charge.
Element x y z (Å)
H (-6.88996, 0.87642, -2.43512)  0.085
C (-7.96131, 1.58844, 1.31502)  -0.568
C (5.50302, -1.34246, 0.08552)  -0.108
H (-7.13082, -0.89657, -2.74931)  0.088
F (-8.53933, 2.50730, 2.15149)  0.106
H (-2.63857, -0.55799, -5.52088)  0.115
C (-0.25291, 5.00632, 0.23017)  -0.082
C (-2.98824, -0.10894, -2.22276)  -0.061
S (1.67929, 4.15351, 2.06937)  1.097
C (6.48441, -0.90911, -2.11465)  -0.082
C (0.81695, 4.21038, 0.61459)  -0.481
H (-6.45856, -0.71925, 0.96003)  0.146
C (0.18524, -3.72233, 4.88340)  -0.071
N (4.38129, -1.46546, 0.85740)  0.064
C (-6.51395, 1.44586, 1.62543)  -0.125
H (-0.55497, 5.90887, 0.68524)  0.094
C (-0.23608, 0.96022, -4.57856)  -0.199
H (-3.71296, 3.25922, 2.55605)  0.119
C (5.65856, -1.62456, 2.85241)  -0.010
C (0.15049, -4.34143, 3.54365)  -0.037
C (-4.49320, -0.08473, -4.49599)  -0.028
C (-5.93656, 0.20159, 1.38660)  -0.027
C (-3.12305, -0.22477, -4.60969)  -0.102
O (0.14751, -5.36087, 1.21604)  0.095
C (0.17458, -0.07516, 3.96636)  -0.426
C (-4.55464, 0.02896, 1.70793)  -0.022
C (-6.65974, 0.02726, -3.09438)  -0.039
N (8.92175, -1.04833, -2.26108)  -0.217
C (-4.31480, 0.02443, -2.07022)  -0.020
H (2.91657, -0.14291, -3.23600)  0.106
N (9.21489, -1.48426, 0.29742)  -0.225
C (0.20544, -1.52145, 3.85986)  -0.227
H (-4.13912, -0.96030, 1.54627)  0.120
C (-3.85288, 1.10260, 2.25883)  -0.246
C (0.25164, -2.36246, 5.03108)  -0.049
N (2.04841, 2.18198, 0.51160)  -0.003
C (5.02376, -0.56468, -3.97343)  -0.016
H (0.19258, -1.95523, 5.99069)  0.077
H (-4.68271, 0.19287, -1.07171)  0.094
H (-7.09095, 0.22461, -4.04529)  0.058
C (6.34014, -0.71947, -3.48163)  0.009
H (0.78609, 1.23979, -4.35536)  0.039
N (4.09725, -0.69518, -1.74555)  0.063
H (3.56635, -1.74516, 2.73775)  0.111
H (4.79878, -0.28022, -4.99530)  0.101
O (-0.01103, 0.56026, 2.78661)  0.011
H (0.97348, 0.15351, 5.70150)  0.124
C (-0.95424, 4.62152, -0.92520)  -0.068
C (-2.35390, -0.27199, -3.47287)  -0.462
Rb (1.61804, -0.82007, -0.07414)  0.851
C (2.45501, 2.72472, 1.65525)  -0.441
O (0.08874, -0.60645, -2.40561)  -0.653
O (0.93666, -3.50369, 0.20553)  -0.024
H (-0.30150, 0.77745, -5.65950)  0.047
S (-0.70814, -0.59878, -3.65726)  0.941
C (-2.49958, 0.95918, 2.52472)  0.027
H (7.74241, -2.02409, 2.50897)  0.108
C (6.78933, -1.39162, 0.74163)  -0.085
H (-2.40900, -0.25326, -1.28681)  0.131
C (3.93993, -0.52315, -3.05659)  -0.104
H (-1.89957, 5.13227, -1.21531)  0.114
C (4.45835, -1.60690, 2.16726)  -0.126
O (0.72293, 0.70838, 4.91243)  0.044
C (5.32073, -1.01964, -1.32591)  -0.170
F (-8.59241, 0.41089, 1.45317)  0.130
C (7.85089, -1.10417, -1.53909)  -0.325
C (-1.30812, 0.81894, 2.77109)  -0.038
C (-4.37952, 2.42516, 2.34681)  -0.017
H (7.17521, -0.73809, -4.15237)  0.110
C (0.48760, -4.07009, 1.17354)  -0.491
H (0.62805, 1.66341, -1.78385)  0.074
H (0.14267, -4.32659, 5.79449)  0.094
H (-0.94543, 1.82459, -4.43791)  0.067
C (-0.64406, 3.41763, -1.62083)  -0.072
H (-6.17544, 3.56238, 2.37625)  0.122
C (0.27779, -3.43710, 2.50589)  -0.264
C (6.83273, -1.70088, 2.07893)  0.015
C (-5.72862, 2.58921, 2.10288)  0.008
Se (10.33377, -1.16736, -1.10177)  1.081
C (0.38291, 2.56308, -1.22314)  -0.005
H (0.19631, -5.45413, 3.41716)  0.111
C (-5.15576, -0.06468, -3.23726)  -0.204
H (0.25082, -5.65601, 0.29378)  0.137
C (1.09237, 3.00599, -0.09309)  -0.310
H (5.54796, -1.63461, 3.89608)  0.095
F (-8.20468, 2.04735, 0.05087)  0.111
H (3.18185, 2.35161, 2.26163)  0.048
H (-1.15008, 3.24955, -2.54376)  0.076
C (7.99285, -1.38823, -0.08446)  -0.333
N (0.26389, -2.09341, 2.62891)  0.102
H (-5.08183, -0.33946, -5.34189)  0.101

(5)
C5H8N2 | wB97M-V/def2-TZVPD

The calculation puts the maximum force at 0.0071 hartree/bohr. As for the SMILES: C=C1C=CN(C)N1. As for the energy above the lowest of the compared OMol25 structures with the same formula, charge and spin: 398.74 kJ/mol. The calculation puts the HOMO energy at -0.2601 Ha. The calculation puts the LUMO energy at 0.7 eV. Its net charge is 0. The gap between HOMO and LUMO comes out at 7.820 eV.

Each line ends with the natural charge from an NBO analysis.
Element x y z (Å)
H (1.88658, -0.60608, 2.18109)  0.212
H (-0.35748, 1.58228, -2.27172)  0.207
C (1.14705, 0.19621, 2.24497)  -0.840
H (0.86490, 0.39544, 3.28027)  0.203
H (-1.89514, -1.15280, -1.08984)  0.217
N (0.56345, 0.51309, 0.12688)  -0.404
N (-0.10885, -0.02485, -0.93403)  -0.184
H (1.58512, 0.79211, 0.65994)  0.422
H (-0.55054, -0.05622, -2.95438)  0.216
C (0.02026, 0.55447, -2.25151)  -0.402
C (-1.17772, -0.69328, -0.41915)  0.011
C (0.09389, -0.00811, 1.27102)  0.230
H (1.07121, 0.54836, -2.55048)  0.218
H (-1.75850, -1.23965, 1.62671)  0.237
C (-1.11094, -0.69784, 0.95305)  -0.343

(6)
C6H12 | wB97M-V/def2-TZVPD

The calculation puts the maximum force at 0.0523 hartree/bohr. As for the SMILES: C=C(C)CCC. As for the energy above the lowest of the compared OMol25 structures with the same formula, charge and spin: 469.64 kJ/mol. The calculation puts the HOMO energy at -0.2777 Ha. The calculation puts the LUMO energy at 0.6 eV. Its net charge is 0. The gap between HOMO and LUMO comes out at 8.169 eV.

Each line ends with the natural charge from an NBO analysis.
Element x y z (Å)
H (-0.03845, 0.34856, -2.43131)  0.204
H (0.02411, -2.26400, -2.41748)  0.214
H (-1.00540, -0.43855, -1.13920)  0.247
H (-2.57447, 0.89535, 1.31085)  0.192
C (-0.43646, 0.50613, 0.86456)  0.110
H (0.79076, -2.22410, -0.90634)  0.198
H (1.50645, 0.25903, 0.06996)  0.199
H (-0.05216, 1.37192, 2.68096)  0.235
H (0.74376, 1.59149, -0.68661)  0.234
H (-1.11699, 1.81720, 0.69785)  0.311
C (0.53876, 0.57761, -0.33630)  -0.466
C (0.64328, -1.60479, -1.79645)  -0.608
C (-1.78588, 0.67721, 0.60533)  -0.618
C (0.19869, 0.39194, 2.25749)  -0.685
H (1.62253, -1.50821, -2.27152)  0.200
C (-0.00203, -0.27707, -1.52348)  -0.419
H (-0.33110, -0.33845, 2.84807)  0.237
H (1.27460, 0.21873, 2.17363)  0.215